No. 1
7
Properties=species:S:1:pos:R:3:forces:R:3 method="wB97M-V/def2-TZVPD" multiplicity=3 homo_energy_ha="-0.241 / -0.368" orbital_gap_ev="7.09 / 6.70"
N 0.54838 0.44190 0.89330 2.59 2.94 -1.81
Si -0.72981 -0.44579 0.42926 -6.92 -3.38 -1.89
I 1.66032 1.01951 -3.06716 -0.11 0.09 -0.51
H 1.98945 0.71056 -1.55258 0.10 -0.07 0.54
H 0.91387 0.26313 1.74906 1.94 -0.69 3.27
H -1.15466 -0.75818 -0.99666 1.19 0.27 0.48
H -1.48580 -1.57825 1.19128 1.20 0.84 -0.08



No. 2
25
Properties=species:S:1:pos:R:3:forces:R:3 method="wB97M-V/def2-TZVPD" homo_energy_ha=-0.341 orbital_gap_ev=9.96
C -3.08609 3.50742 -0.67664 0.05 0.11 -0.06
C -3.28191 2.34377 0.27640 0.00 0.12 0.15
C -4.50517 1.41765 0.08958 -0.23 0.07 -0.06
C -3.61361 0.21714 0.47470 0.02 -0.24 0.17
C -2.36146 1.08988 0.19652 0.22 -0.13 0.14
C -1.72124 0.84705 -1.16540 0.00 0.47 -0.38
C -0.89382 -0.43914 -1.18652 0.59 -0.98 0.83
C -0.11887 -0.60850 -2.43586 -0.45 3.15 -5.13
N 0.02904 -0.26111 -3.59336 -0.15 -1.91 3.63
H -3.11960 3.17454 -1.72377 -0.01 0.14 0.23
H -3.87825 4.25510 -0.52397 0.19 -0.19 -0.11
H -2.12202 4.00982 -0.50587 -0.23 -0.13 -0.07
H -3.26845 2.72212 1.31003 0.01 -0.14 -0.22
H -5.38283 1.62138 0.71849 0.22 -0.09 -0.24
H -4.81885 1.37345 -0.96360 0.05 0.03 0.27
H -3.70182 -0.03374 1.54047 0.00 0.02 -0.29
H -3.72124 -0.70317 -0.11738 0.01 0.23 0.17
H -1.57866 1.05614 0.97059 -0.18 -0.02 -0.19
H -2.48853 0.79473 -1.95254 0.18 0.00 0.16
H -1.07299 1.69926 -1.41838 -0.10 -0.25 0.02
H -0.18214 -0.45081 -0.34427 -0.26 0.05 -0.23
H -1.54406 -1.31850 -1.04955 0.22 0.21 -0.06
O 1.98369 -0.91785 -2.28457 -0.26 1.98 -1.46
H 1.95254 -1.50669 -1.52330 0.49 -1.00 -1.01
H 1.58581 -0.62376 -3.52404 -0.39 -1.51 3.76



Taking the records one at a time from the top gives ΔE to the lowest compared entry with this formula, charge and spin values of 15.1; 116.7 kcal/mol.